C28H43CeN6O8S as an isolated structure in a non-equilibrium geometry, computed with ωB97M-V with the def2-TZVPD basis set.

As for the net charge: +1. Its largest force on an atom is 0.0676 Eh/bohr. The value obtained for the HOMO energy (alpha / beta) is -11.46 / -11.46 eV. The value obtained for the molar mass is 763.87 g mol⁻¹.

Each line ends with the Löwdin charge.
CARTESIAN COORDINATES (ANGSTROEM)
Ce  -0.33207  2.89641  -1.11581  1.61
C  -3.63553  -2.81069  -2.38036  -0.04
C  -3.39977  -1.86245  -1.18678  -0.35
C  -3.14034  -2.61257  0.11773  -0.08
C  -3.23802  -1.82045  1.49803  -0.48
C  -4.67957  -1.30005  1.70234  -0.01
C  -2.89340  -2.76923  2.65983  -0.03
N  -2.28401  -0.66064  1.51461  0.10
C  -2.26501  0.25687  2.72714  -0.09
C  -0.93859  0.32629  3.46311  -0.17
N  0.09464  1.08216  2.74632  -0.11
C  -0.02527  2.56767  2.91610  -0.05
C  0.24781  3.27163  1.57301  -0.50
O  1.24486  2.83294  0.81500  -0.11
O  -0.51552  4.22092  1.09811  -0.05
C  1.49148  0.59647  2.95707  -0.32
C  1.73597  -0.12592  4.32188  -0.05
C  2.16746  -0.07408  1.72235  -0.09
C  1.63769  -1.34085  0.94963  -0.51
C  2.76305  -1.77407  -0.04277  -0.05
C  1.47032  -2.50612  1.94394  -0.04
N  0.34371  -1.03040  0.24221  0.00
C  0.01213  -1.78673  -0.99044  -0.17
C  -1.04362  -1.15761  -1.96862  -0.12
N  -2.39184  -0.82871  -1.47904  -0.14
C  -3.01307  0.38610  -2.01695  -0.07
C  -3.33803  1.38884  -0.80007  -0.54
O  -4.49117  1.53456  -0.42397  0.10
O  -2.26106  1.98960  -0.34461  -0.21
H  -4.56263  -3.40343  -2.22800  0.09
H  -2.80577  -3.53905  -2.52015  0.09
H  -3.76168  -2.27418  -3.35599  0.10
H  -4.32571  -1.26285  -1.03482  0.14
H  -2.17261  -3.16719  0.06651  0.12
H  -3.92314  -3.39191  0.19332  0.13
H  -5.38930  -2.14540  1.50318  0.12
H  -4.91484  -0.43378  1.05001  0.08
H  -4.83561  -0.99041  2.75048  0.09
H  -3.66523  -3.56045  2.72852  0.11
H  -2.88896  -2.25389  3.63932  0.09
H  -1.90149  -3.27334  2.55599  0.09
H  -2.52031  -0.08994  0.68810  0.11
H  -1.30644  -0.97303  1.23796  0.14
H  -3.03749  -0.09693  3.42313  0.12
H  -2.60876  1.22939  2.36670  0.13
H  -0.59539  -0.69492  3.71456  0.11
H  -1.13567  0.81820  4.45664  0.15
H  0.64559  2.93047  3.69108  0.14
H  -1.06307  2.83148  3.20159  0.14
H  2.07372  1.55099  3.03002  0.14
H  1.16222  -1.07882  4.44078  0.06
H  1.43971  0.52425  5.16695  0.09
H  2.82081  -0.37318  4.42592  0.10
H  3.20195  -0.31176  2.04780  0.13
H  2.32324  0.73119  0.98730  0.10
H  3.71842  -1.92086  0.53147  0.10
H  2.97856  -0.98916  -0.81521  0.09
H  2.52363  -2.73583  -0.56603  0.09
H  2.40978  -2.67886  2.51263  0.10
H  1.26604  -3.46007  1.42626  0.09
H  0.62932  -2.36374  2.66459  0.06
H  0.41587  -0.04403  -0.00074  0.08
H  -0.29614  -2.81023  -0.71110  0.11
H  0.91565  -1.93202  -1.62886  0.11
H  -1.07946  -1.87586  -2.80220  0.12
H  -0.62986  -0.21829  -2.37366  0.10
H  -3.93411  0.13447  -2.55963  0.13
H  -2.35285  0.94184  -2.70084  0.10
O  1.59850  3.56020  -2.34059  -0.06
C  1.97859  2.30531  -2.46941  -0.50
O  1.16909  1.32596  -2.19277  -0.09
C  3.31956  2.01321  -2.94033  -0.12
C  3.50252  1.83571  -4.33810  0.03
C  4.79710  1.64535  -4.83341  0.05
C  5.84701  1.62060  -3.87122  -0.14
C  5.69341  1.76623  -2.46041  0.05
C  4.40191  2.00838  -2.00279  0.02
N  7.13853  1.42912  -4.37611  -0.33
O  7.22597  1.22111  -5.59744  0.08
O  8.05858  1.45430  -3.52990  0.07
H  2.62231  1.86908  -4.99454  0.14
H  5.02656  1.47497  -5.87550  0.12
H  6.57894  1.67093  -1.81756  0.13
H  4.21261  2.16766  -0.94319  0.13
S  -1.74994  6.23301  -2.64720  0.75
C  -1.82064  4.68397  -3.03704  -0.92
N  -1.74183  3.47612  -3.15509  -0.03

***

A 2-piece molecular cluster, C2O2S overall in a non-equilibrium geometry, computed with ωB97M-V with the def2-TZVPD basis set.

As for the net charge: 0. Its largest force on an atom is 0.0693 Eh/bohr. The value obtained for the HOMO energy is -11.39 eV. The value obtained for the molar mass is 88.09 g mol⁻¹.

Each line ends with the natural charge from an NBO analysis.
CARTESIAN COORDINATES (ANGSTROEM)
C  -0.10348  0.78865  0.73985  1.02
C  0.82715  -1.21716  -0.66004  -0.17
O  -0.79672  0.38951  1.53681  -0.50
O  0.51959  1.26071  -0.08739  -0.51
S  -0.44655  -1.22170  -1.52923  0.16

***

C3H4O3S as an isolated structure in a non-equilibrium geometry, computed with ωB97M-V with the def2-TZVPD basis set.

As for the net charge: 0. Its largest force on an atom is 0.1399 Eh/bohr. The value obtained for the HOMO energy (alpha / beta) is -7.14 / -10.44 eV. The value obtained for the molar mass is 120.13 g mol⁻¹. Its spin multiplicity is 3.

Each line ends with the Mulliken spin population.
CARTESIAN COORDINATES (ANGSTROEM)
C  -0.84545  1.06956  -0.40788  0.99
C  1.40212  -0.91880  0.11939  -0.01
C  1.09963  0.44056  -0.27811  -0.02
O  -3.32122  0.34210  0.13106  0.23
O  -1.70352  -1.44340  0.21740  0.18
O  1.51946  0.14352  0.93429  0.01
S  -1.92253  -0.02605  0.16617  0.59
H  -0.82670  2.11354  -0.09179  0.04
H  0.66955  -1.59037  0.56591  0.00
H  2.38945  -1.32979  -0.42467  0.00
H  1.53920  1.19912  -0.93177  -0.01

***

One molecule with the formula C23H17ClN4O2 in a non-equilibrium geometry, computed with ωB97M-V with the def2-TZVPD basis set.

As for the net charge: 0. Its largest force on an atom is 0.3718 Eh/bohr. The value obtained for the HOMO energy is -9.04 eV. The value obtained for the molar mass is 416.87 g mol⁻¹.

Each line ends with the natural charge from an NBO analysis.
CARTESIAN COORDINATES (ANGSTROEM)
C  0.41941  -7.19433  -0.33713  -0.69
C  0.54013  -5.56513  -0.13460  0.71
O  -0.41917  -4.86872  0.06591  -0.58
N  1.87518  -5.16989  -0.31656  -0.65
C  2.50133  -3.83375  -0.09717  0.19
C  3.70186  -3.67879  -0.02219  -0.27
C  4.28993  -2.44919  0.01646  -0.18
C  3.45323  -1.32029  -0.01272  -0.25
C  1.90448  -1.69236  0.01163  0.17
N  1.08512  -0.40951  -0.24928  -0.48
C  0.04489  -0.25243  -0.78670  0.64
O  -0.71726  -1.29074  -1.30883  -0.71
C  -0.66765  1.08959  -0.40660  -0.03
C  -0.68221  1.60315  0.72852  -0.27
C  -1.25118  3.06160  0.72945  0.32
C  -1.23506  3.63398  2.02695  -0.26
C  -2.10124  4.56239  2.43170  -0.11
C  -2.26511  5.17808  3.65422  -0.25
C  -1.15683  4.80504  4.69590  0.08
N  -0.23732  3.91622  4.36397  -0.42
C  -0.38297  3.38670  2.94347  0.08
N  -1.91918  3.51175  -0.16562  -0.40
C  -1.74747  3.02908  -1.39909  0.05
C  -2.59173  3.58847  -2.47363  -0.12
C  -2.61510  3.21835  -3.76932  -0.22
C  -2.11416  1.85932  -3.95186  0.03
Cl  -2.10114  1.41574  -5.71280  -0.06
C  -1.19234  1.34445  -3.19898  -0.25
C  -1.30957  1.84053  -1.67372  0.04
C  1.46485  -2.89852  -0.18315  -0.26
H  1.22347  -7.78944  0.26903  0.21
H  0.81920  -7.31956  -1.29192  0.22
H  -0.55202  -7.46973  -0.11291  0.23
H  2.62611  -5.97496  -0.35846  0.39
H  4.30975  -4.62833  -0.23887  0.21
H  5.35443  -2.34322  0.07532  0.22
H  3.88195  -0.28339  0.30323  0.23
H  1.40550  0.21377  0.13835  0.35
H  -0.37140  1.16119  1.63649  0.24
H  -3.06370  4.61551  1.59682  0.23
H  -2.99776  5.86027  3.90854  0.22
H  -1.41658  5.15065  5.62495  0.19
H  0.68938  2.77785  2.89330  0.20
H  -2.95672  4.72575  -2.11290  0.21
H  -3.06605  3.67511  -4.41866  0.20
H  -0.88908  0.28912  -3.00999  0.28
H  0.42980  -3.08141  -0.37057  0.32

***

How do the records compare in energy above the lowest of the compared OMol25 structures with the same formula, charge and spin? In the order shown, they have 64.8, 180.2, 372.1, 1232.2 kJ/mol.